{"formula": "C48H81F21NO18PSSi", "method": "ωB97M-V with the def2-TZVPD basis set", "species": ["C", "C", "C", "C", "C", "C", "C", "C", "C", "C", "C", "C", "C", "C", "C", "C", "C", "C", "C", "C", "Si", "O", "C", "C", "C", "O", "P", "N", "O", "O", "S", "O", "O", "C", "F", "F", "F", "H", "H", "H", "H", "H", "H", "H", "H", "H", "H", "H", "H", "H", "H", "H", "H", "H", "H", "H", "H", "H", "H", "H", "H", "H", "H", "H", "H", "H", "H", "H", "H", "H", "H", "H", "H", "H", "H", "H", "H", "H", "H", "H", "H", "H", "H", "H", "H", "H", "H", "H", "C", "C", "O", "C", "O", "C", "F", "F", "F", "H", "H", "H", "H", "H", "C", "C", "O", "C", "O", "C", "F", "F", "F", "H", "H", "H", "H", "H", "C", "C", "O", "C", "O", "C", "F", "F", "F", "H", "H", "H", "H", "H", "C", "C", "O", "C", "O", "C", "F", "F", "F", "H", "H", "H", "H", "H", "C", "C", "O", "C", "O", "C", "F", "F", "F", "H", "H", "H", "H", "H", "C", "C", "O", "C", "O", "C", "F", "F", "F", "H", "H", "H", "H", "H"], "xyz": [[-4.289970, -0.687350, 5.804070], [-4.152961, -1.936358, 4.913297], [-2.955407, -1.900981, 3.974910], [-1.616185, -1.875327, 4.725305], [-0.897886, -3.221056, 4.801418], [-0.552584, -3.841157, 3.460027], [0.763112, -3.299218, 2.876712], [1.546817, -4.328357, 2.058784], [2.743970, -4.915399, 2.791943], [3.888045, -3.917746, 3.001076], [4.947542, -3.945122, 1.890737], [6.365699, -4.285569, 2.366856], [7.454580, -3.683603, 1.484465], [7.463545, -2.153702, 1.473830], [7.886645, -1.545425, 0.129359], [6.687224, -1.094578, -0.689025], [5.798953, -2.249197, -1.163202], [4.346872, -1.819907, -1.362302], [4.155944, -0.741164, -2.431187], [3.787900, 0.640941, -1.884692], [2.193764, 0.710746, -0.936126], [1.147592, -0.511450, -1.179621], [0.586535, -0.610378, -2.504911], [0.413061, -2.062440, -2.960260], [0.626513, -3.076496, -1.844654], [1.266738, -2.332836, -4.066316], [1.288091, 2.763850, -1.305726], [2.068287, 3.425021, -2.479532], [-0.267104, 2.606352, -1.656616], [1.382503, 3.681636, 0.031466], [2.570549, 0.741356, 1.261621], [3.758687, 1.500251, 1.556657], [1.344271, 1.239831, 1.832362], [2.772917, -0.977140, 1.997281], [2.120803, -0.987529, 3.193151], [4.090796, -1.235577, 2.184701], [2.238782, -1.911119, 1.172738], [-5.265897, -0.236043, 5.664804], [-4.248767, -0.979991, 6.848840], [-3.524044, 0.052726, 5.607913], [-5.062073, -2.021483, 4.323100], [-4.110090, -2.833477, 5.527273], [-3.042412, -2.723205, 3.270954], [-3.022560, -0.993273, 3.376335], [-1.830975, -1.561732, 5.745113], [-0.978110, -1.100045, 4.308804], [0.012568, -3.091741, 5.381466], [-1.537532, -3.899915, 5.365382], [-1.331175, -3.691183, 2.718477], [-0.459494, -4.920269, 3.571864], [1.365098, -2.862510, 3.670453], [0.510107, -2.466386, 2.220585], [1.866890, -3.858822, 1.129679], [0.886093, -5.149749, 1.788337], [3.125176, -5.742390, 2.197376], [2.438498, -5.296116, 3.763610], [3.514863, -2.907259, 3.143799], [4.385575, -4.184803, 3.931420], [4.987644, -2.972505, 1.407385], [4.673741, -4.682332, 1.140434], [6.533831, -3.957673, 3.391099], [6.471964, -5.368526, 2.342600], [8.410028, -4.023710, 1.877269], [7.376919, -4.089833, 0.477835], [8.200789, -1.834114, 2.203827], [6.502550, -1.738813, 1.767227], [8.522571, -0.683416, 0.316767], [8.488289, -2.251648, -0.440356], [6.092882, -0.434470, -0.052790], [7.011093, -0.504392, -1.543891], [5.779336, -3.003706, -0.384594], [6.212761, -2.684118, -2.069688], [4.006725, -1.487308, -0.383981], [3.793469, -2.709117, -1.651287], [3.449975, -1.047585, -3.195529], [5.102461, -0.613917, -2.952214], [4.582805, 0.987079, -1.224882], [3.701520, 1.333678, -2.717364], [-0.393475, -0.139303, -2.478450], [1.171636, -0.046490, -3.232444], [-0.603220, -2.178136, -3.316633], [-0.008627, -3.930887, -2.034881], [0.358451, -2.704323, -0.864210], [1.646350, -3.449975, -1.824802], [1.969133, -2.923240, -3.793251], [2.486525, 4.301147, -2.189551], [-0.785381, 3.206989, -1.101661], [2.328466, 3.811130, 0.179354], [-6.538860, -3.189539, -1.905359], [-6.189525, -3.777942, -3.254650], [-4.767983, -3.989557, -3.375819], [-4.301621, -5.108978, -2.848649], [-4.924904, -5.957152, -2.288726], [-2.785912, -5.198648, -3.096156], [-2.182688, -4.025273, -2.861662], [-2.543159, -5.538404, -4.364456], [-2.230886, -6.109330, -2.309977], [-5.976868, -2.271636, -1.732008], [-7.603086, -2.963043, -1.859157], [-6.298552, -3.883461, -1.100414], [-6.446425, -3.087162, -4.054243], [-6.719350, -4.711447, -3.436204], [0.225696, 5.483063, 2.334499], [0.856517, 6.623780, 1.569667], [0.671497, 7.880557, 2.250639], [1.538628, 8.152121, 3.211457], [2.453119, 7.473473, 3.567269], [1.229534, 9.537632, 3.806486], [-0.079111, 9.701519, 4.005620], [1.646302, 10.493179, 2.968836], [1.852397, 9.697468, 4.965053], [-0.828872, 5.687689, 2.525254], [0.308086, 4.558461, 1.768115], [0.709921, 5.339203, 3.300318], [0.376820, 6.747749, 0.601041], [1.918058, 6.452574, 1.394389], [-0.003608, 3.489351, -5.160116], [1.021553, 4.260807, -5.953786], [0.599439, 4.438315, -7.326665], [-0.224724, 5.441698, -7.554870], [-0.659645, 6.219657, -6.761122], [-0.541229, 5.511175, -9.058830], [-0.784679, 4.296332, -9.567697], [0.490040, 6.036074, -9.726297], [-1.605770, 6.273028, -9.284156], [-0.222363, 2.533458, -5.640636], [0.382227, 3.309018, -4.157599], [-0.941758, 4.041082, -5.083916], [1.957329, 3.710284, -6.008646], [1.230662, 5.229484, -5.503928], [3.532271, -0.841297, 8.688911], [4.480532, -1.825509, 8.040621], [4.107065, -3.184338, 8.345428], [3.159548, -3.707304, 7.586571], [2.586484, -3.175111, 6.685387], [2.910605, -5.168397, 8.000701], [2.863545, -5.297787, 9.326913], [3.898623, -5.942967, 7.540155], [1.766474, -5.606300, 7.495290], [3.478760, -1.014972, 9.763757], [3.872819, 0.178380, 8.514447], [2.525477, -0.942811, 8.284753], [5.486676, -1.708256, 8.436272], [4.527305, -1.687521, 6.961485], [-3.989265, 3.803780, -10.052228], [-4.898556, 4.787736, -10.752412], [-6.263297, 4.319255, -10.769751], [-6.972652, 4.554003, -9.679688], [-6.608065, 5.107977, -8.687817], [-8.407526, 4.033512, -9.879241], [-8.414106, 2.826911, -10.449137], [-9.088934, 4.870144, -10.668717], [-9.039711, 3.948950, -8.716963], [-4.074216, 2.816164, -10.507253], [-2.962690, 4.134140, -10.122573], [-4.255426, 3.707626, -8.999233], [-4.617524, 4.893131, -11.797731], [-4.849829, 5.774173, -10.294056], [-8.764109, 3.371684, 2.572710], [-8.586109, 1.923651, 2.972479], [-7.737158, 1.227804, 2.038531], [-6.434829, 1.363524, 2.227449], [-5.894006, 1.999202, 3.079478], [-5.674108, 0.530340, 1.183067], [-6.201341, 0.674539, -0.037306], [-5.716964, -0.767904, 1.497245], [-4.401492, 0.899429, 1.120598], [-9.141705, 3.441886, 1.552494], [-9.469246, 3.861991, 3.242444], [-7.817197, 3.908963, 2.614960], [-9.537189, 1.397095, 2.943983], [-8.182775, 1.831206, 3.979557]], "forces_ev_per_a": [[-0.226, -0.603, 0.124], [-0.162, 0.230, -0.097], [-0.050, 0.420, 0.138], [-0.207, -0.154, -0.042], [-0.514, 0.177, -0.027], [0.798, -0.205, 0.003], [-0.817, -0.100, -0.216], [-0.157, -0.102, 0.058], [0.090, 0.424, -0.129], [0.216, -0.590, 0.140], [0.169, 0.268, 0.237], [-0.095, -0.034, -0.344], [-0.136, -0.140, 0.323], [0.678, -0.168, -0.356], [-0.184, 0.219, 0.079], [-0.088, -0.151, -0.126], [-0.098, 0.508, 0.402], [0.483, -0.285, -0.514], [0.338, 0.132, 0.188], [-0.201, -0.351, -0.066], [0.128, -0.479, -0.575], [0.240, 0.155, -0.149], [-0.660, 0.031, 0.171], [0.633, -0.131, 0.350], [-0.441, -0.299, -0.147], [-0.140, 0.149, -0.323], [0.837, 1.084, -0.965], [0.224, -0.516, 0.495], [0.058, -0.018, 1.046], [-0.460, -0.645, -0.279], [-0.672, 0.866, 0.546], [0.608, -0.284, -0.283], [-0.436, -0.427, -0.004], [-0.049, -0.266, 0.689], [1.321, 0.449, -1.518], [-1.337, 0.869, -0.207], [1.051, 1.672, 0.510], [-0.096, 0.268, -0.092], [0.181, 0.176, 0.224], [0.126, 0.167, -0.028], [-0.113, -0.160, -0.178], [0.055, -0.147, 0.111], [0.189, -0.212, -0.073], [-0.122, 0.123, -0.150], [0.113, 0.145, 0.187], [0.270, -0.012, -0.158], [0.164, -0.123, 0.140], [-0.093, -0.139, 0.082], [-0.274, -0.024, -0.020], [0.019, -0.184, 0.140], [0.011, -0.415, 0.098], [-0.197, -0.068, 0.218], [0.088, -0.520, -0.052], [-0.199, -0.074, -0.125], [0.078, -0.324, 0.129], [-0.227, -0.175, 0.084], [-0.037, -0.507, 0.259], [0.073, 0.046, 0.212], [-0.117, -0.231, -0.118], [-0.142, -0.012, -0.290], [-0.117, 0.076, 0.193], [0.097, -0.174, 0.283], [0.227, -0.119, -0.118], [-0.054, 0.006, -0.176], [-0.090, 0.124, 0.363], [-0.074, 0.054, 0.094], [0.098, 0.152, -0.041], [0.112, -0.162, -0.053], [-0.071, 0.140, 0.052], [0.050, 0.164, -0.125], [0.146, -0.260, -0.167], [0.022, -0.177, -0.146], [-0.318, 0.019, 0.014], [-0.328, -0.112, 0.224], [-0.275, -0.064, -0.029], [0.139, -0.026, -0.194], [0.095, 0.245, 0.060], [-0.009, 0.358, 0.048], [-0.124, 0.129, 0.168], [0.254, -0.126, -0.162], [-0.188, 0.127, -0.242], [-0.022, -0.267, -0.057], [0.066, 0.173, 0.151], [0.282, 0.205, 0.155], [0.111, -0.147, 0.112], [0.054, 0.189, -0.425], [-0.351, -0.079, -0.099], [0.064, 0.223, 0.389], [0.230, -0.050, 0.130], [-0.489, 0.193, 0.031], [0.086, 0.006, -0.113], [-0.177, 0.198, -0.076], [0.005, -0.208, 0.114], [0.183, -0.027, 0.043], [-0.104, 0.063, -0.012], [-0.042, -0.004, -0.168], [0.012, -0.110, 0.122], [-0.059, 0.054, -0.048], [-0.017, 0.005, -0.030], [-0.058, -0.050, -0.025], [0.171, 0.022, -0.043], [0.134, -0.102, 0.056], [-0.137, 0.084, 0.347], [-0.069, -0.460, -0.303], [-0.013, 0.119, -0.060], [-0.099, -0.127, -0.196], [0.168, -0.021, 0.140], [-0.031, 0.025, 0.098], [-0.128, 0.017, 0.019], [0.048, 0.091, -0.127], [0.101, 0.002, 0.133], [-0.009, 0.018, -0.079], [-0.006, 0.070, 0.069], [0.077, -0.008, -0.040], [-0.056, 0.164, 0.042], [0.053, 0.101, 0.147], [-0.303, -0.053, -0.103], [0.179, -0.188, 0.448], [0.110, 0.012, -0.113], [0.146, -0.162, 0.163], [-0.137, 0.182, 0.016], [-0.074, 0.011, -0.165], [0.091, -0.037, 0.020], [0.163, 0.035, -0.018], [-0.129, 0.069, 0.031], [0.089, -0.013, 0.014], [0.007, 0.040, -0.113], [0.049, 0.059, 0.024], [-0.015, -0.019, -0.166], [-0.109, 0.089, -0.103], [-0.203, -0.156, 0.056], [0.181, 0.487, -0.002], [0.082, -0.113, 0.020], [0.188, 0.160, 0.077], [-0.192, 0.001, -0.220], [-0.090, -0.038, 0.027], [-0.004, -0.018, 0.134], [0.140, -0.067, -0.059], [-0.137, -0.037, -0.089], [0.079, 0.039, 0.014], [0.032, 0.003, -0.014], [0.028, 0.030, -0.074], [-0.004, -0.161, 0.074], [-0.121, -0.121, -0.035], [-0.420, -0.230, 0.120], [0.492, 0.104, -0.076], [-0.085, 0.026, -0.108], [0.209, 0.016, -0.157], [-0.058, 0.054, 0.205], [-0.052, -0.074, 0.049], [-0.001, -0.116, -0.054], [-0.052, 0.110, -0.107], [-0.062, 0.014, 0.153], [0.042, 0.029, -0.066], [0.118, 0.054, -0.049], [0.037, 0.082, 0.008], [-0.158, -0.076, -0.055], [-0.146, -0.029, 0.108], [0.198, 0.027, -0.172], [-0.398, 0.242, 0.265], [0.031, -0.158, -0.051], [-0.287, 0.027, 0.091], [0.208, 0.061, 0.076], [0.191, -0.038, -0.286], [-0.106, 0.022, -0.073], [-0.074, -0.132, 0.120], [0.150, 0.075, 0.101], [-0.083, -0.020, 0.028], [-0.017, -0.023, 0.019], [-0.002, -0.007, 0.083], [0.056, -0.102, -0.131], [0.165, -0.014, -0.055]], "lumo_energy_ev": -0.440, "energy_ev": -174507.147}